Entry 1:
Below is C9H17ClI2N2OPZr as an isolated structure in a non-equilibrium geometry, with properties calculated with ωB97M-V/def2-TZVPD.

The geometry in ORCA input format:
```
! wB97M-V def2-TZVPD RIJCOSX def2/J DEFGRID3
* xyz 3 1
I 5.5044 1.0633 -1.5121
I 4.8204 -1.5330 -1.2644
Zr -0.2101 -0.9645 0.4561
P -0.5961 -0.1793 -2.0672
C 0.6124 0.0162 -3.4058
C -1.6742 -1.4807 -2.7218
H -2.3485 1.4758 -1.6144
H -2.0314 1.2619 -3.3543
H -0.8967 2.2157 -2.3658
C -1.5623 1.3418 -2.3652
H -2.5205 -1.6668 -2.0486
H -2.0543 -1.1411 -3.6944
H 0.0517 0.0393 -4.3455
H 1.2971 -0.8353 -3.4323
H -1.0935 -2.4014 -2.8697
H 1.1578 0.9613 -3.3060
C 1.3901 0.2182 -0.3636
O 2.2270 0.9471 -0.6926
Cl -2.3471 0.0255 0.6190
C 3.5754 -0.4297 4.0661
C 2.1721 -0.1535 3.6874
C 1.0145 0.1739 4.4083
C -0.0451 0.2558 3.5181
N 0.4388 -0.0915 2.2816
N 1.7839 -0.2776 2.4202
C -1.4366 0.6667 3.7551
H 4.0142 0.3821 4.6678
H 3.6180 -1.3346 4.6929
H 4.1965 -0.5921 3.1698
H 0.9315 0.4302 5.4496
H 2.4145 -0.3190 1.6179
H -2.0422 -0.1626 4.1521
H -1.4690 1.5004 4.4745
H -1.8924 1.0008 2.8213
*
```

Properties
- frontier orbital gap (spin up / spin down) (eV) = 3.6035 / 3.6288
- energy (Ha) = -1980.79801
- highest occupied orbital energy (spin up / spin down) (eV) = -17.4 / -17.4

=====

Entry 2:
Below is C5H5N in the gas phase in a non-equilibrium geometry, with properties calculated with ωB97M-V/def2-TZVPD.

The geometry in ORCA input format:
```
! wB97M-V def2-TZVPD RIJCOSX def2/J DEFGRID3
* xyz 0 1
C 0.4584 0.0565 0.1401
C -0.7737 0.4195 0.8868
C -1.8018 0.7113 1.4151
C 0.1402 -0.0012 -1.2699
C -0.1442 0.1924 -2.4577
H 1.9185 -1.3323 0.2909
H 1.0401 -1.0787 1.6460
H 1.1952 0.9096 0.1985
H -2.6935 0.8759 2.0215
H -0.3087 0.4510 -3.5164
N 0.9695 -1.2040 0.6452
*
```

Properties
- frontier orbital gap (eV) = 10.6728
- energy (Ha) = -248.12007
- highest occupied orbital energy (eV) = -9.8
- ΔE to the lowest compared entry with this formula, charge and spin (kcal per mole) = 97.2

=====

Entry 3:
Below is C32H23BrCl3MnN5O4S as an isolated structure, with properties calculated with ωB97M-V/def2-TZVPD.

The geometry in ORCA input format:
```
! wB97M-V def2-TZVPD RIJCOSX def2/J DEFGRID3
* xyz 0 6
Mn -0.5234 -1.0330 -2.6246
Br 4.7305 4.1355 -1.4360
C 3.6471 2.7054 -2.0542
C 4.2551 1.4963 -2.4332
C 3.4953 0.4322 -2.8285
C 2.0726 0.4969 -2.8647
O 1.3974 -0.5434 -3.1702
C 1.4795 1.7643 -2.5508
C 0.0795 2.0315 -2.6890
N -0.8363 1.1774 -3.0053
C -2.1573 1.6161 -3.2044
C -2.5384 2.8919 -3.5398
C -3.8985 3.2233 -3.7056
C -4.8752 2.2820 -3.5585
C -4.5215 0.9448 -3.2613
C -5.4692 -0.0970 -3.1287
C -5.0476 -1.3666 -2.8708
C -3.6650 -1.6167 -2.7479
N -2.7633 -0.6689 -2.8537
C -3.1648 0.6089 -3.0990
C 2.2923 2.8430 -2.1306
H 5.3334 1.4083 -2.3974
H 3.9580 -0.5067 -3.1022
H -0.2028 3.0709 -2.4951
H -1.7923 3.6571 -3.7065
H -4.1634 4.2404 -3.9625
H -5.9191 2.5385 -3.6869
H -6.5225 0.1296 -3.2434
H -5.7448 -2.1866 -2.7742
H -3.2878 -2.6175 -2.5696
H 1.8261 3.7875 -1.8752
O -1.9895 -4.4791 -3.7106
N -1.1551 -3.6119 -3.7324
O -0.9904 -3.0085 -2.5820
Cl 6.0268 -1.0248 -0.6422
C 4.7405 -0.6291 0.4506
C 3.9371 -1.6410 0.9509
C 2.9449 -1.3258 1.8625
C 2.7334 -0.0132 2.2758
C 1.6596 0.3081 3.2848
C 0.3929 0.8545 2.6095
N -0.0921 -0.0325 1.5717
C -0.7360 -1.2397 1.7306
C -0.9174 -1.7352 0.4768
N -0.3968 -0.8529 -0.4415
C 0.1002 0.1477 0.2513
O 1.3443 -0.8734 3.9927
C 0.7831 -0.6774 5.2886
C -0.3749 -1.6083 5.4652
C -0.2515 -2.9612 5.5777
Cl 1.2150 -3.8459 5.6150
S -1.7616 -3.7610 5.6895
C -2.6001 -2.2762 5.5476
C -1.7471 -1.2222 5.4527
C 3.5309 0.9786 1.7153
Cl 3.2862 2.6492 2.1495
C 4.5419 0.6897 0.8144
H 4.0954 -2.6628 0.6369
H 2.3268 -2.1082 2.2801
H 2.0311 1.0766 3.9718
H 0.5945 1.8252 2.1592
H -0.3901 0.9824 3.3589
H -0.9888 -1.6278 2.7013
H -1.3759 -2.6569 0.1603
H 0.6047 1.0099 -0.1568
H 0.4417 0.3539 5.4158
H 1.5580 -0.8693 6.0361
H -3.6773 -2.2632 5.5593
H -2.0764 -0.1952 5.3709
H 5.1583 1.4811 0.4120
*
```

Properties
- frontier orbital gap (spin up / spin down) (eV) = 6.9556 / 7.0910
- energy (Ha) = -7311.79246
- highest occupied orbital energy (spin up / spin down) (eV) = -7.6 / -7.7
- ΔE to the lowest compared entry with this formula, charge and spin (kcal per mole) = 0.0
- <S²> = 8.75

=====

Question: Among the records above, which one has the lowest energy?
Answer: C32H23BrCl3MnN5O4S

=====

Question: Among the records above, which one has the lowest energy?
Answer: C32H23BrCl3MnN5O4S